This record from the Open Molecules 2025 dataset describes 40 unconnected molecules or ions with the total composition H80O40 at a distorted geometry. The level of theory is ωB97M-V/def2-TZVPD.

**E_LUMO**: -0.50 eV
**Molecular weight**: 720.6 g/mol
**Calculated total energy**: -83194.94220 eV
**HOMO-LUMO gap**: 9.8 eV
**Max |F|**: 4.7 eV/A
**Energy above the lowest of the compared OMol25 structures with the same formula, charge and spin**: 250.7 kcal/mol
**Highest occupied orbital energy**: -10.3 eV

Positions of all 120 atoms, in Å:
H (-2.24, 3.14, -3.77)
H (-1.86, 3.00, -5.39)
O (-2.38, 2.68, -4.70)
H (-5.41, 1.15, 3.83)
H (-5.57, 1.81, 2.37)
O (-5.59, 2.03, 3.32)
H (0.22, -4.92, -4.09)
H (1.62, -5.61, -3.28)
O (1.07, -5.26, -3.95)
H (-3.96, 0.11, -3.87)
H (-2.67, -0.30, -3.25)
O (-3.60, -0.40, -3.05)
H (-0.89, 1.07, -0.68)
H (0.10, 2.22, -1.18)
O (-0.17, 1.33, -1.19)
H (5.72, 3.56, 0.55)
O (5.07, 3.08, 0.15)
H (-4.15, -3.35, 1.90)
O (-3.61, -4.16, 1.94)
H (2.91, 0.14, -2.50)
H (2.36, -0.05, -3.94)
O (2.16, -0.22, -3.00)
H (2.96, -2.77, 1.70)
H (3.22, -2.26, 0.27)
O (3.01, -3.01, 0.75)
H (-0.53, 3.07, 2.05)
H (-1.42, 3.29, 0.62)
O (-1.37, 3.25, 1.55)
H (0.14, -4.00, 2.90)
H (-1.28, -3.69, 2.52)
O (-0.69, -3.70, 3.23)
H (-2.09, 3.68, -1.47)
O (-2.12, 3.09, -2.17)
H (-0.74, 0.78, -3.22)
H (-1.37, 1.46, -4.36)
O (-0.79, 0.73, -4.19)
H (2.96, -4.52, -0.59)
H (1.89, -5.55, -0.61)
O (2.21, -4.80, -1.24)
H (4.03, -0.43, 5.37)
H (2.80, 0.48, 4.81)
O (3.36, -0.33, 4.67)
H (2.09, 1.19, -5.92)
H (0.82, 1.09, -4.86)
O (1.35, 1.69, -5.52)
H (-1.34, -0.82, 5.14)
H (-2.39, -0.40, 4.24)
O (-2.07, -1.24, 4.59)
H (-4.69, -1.55, -0.59)
H (-4.66, -2.83, 0.06)
O (-4.68, -1.87, 0.28)
H (4.28, 1.99, 3.31)
O (3.91, 2.80, 2.90)
H (-4.79, 0.46, -2.00)
H (-6.41, 0.46, -2.26)
O (-5.67, 0.49, -1.67)
H (-4.36, 1.44, -0.53)
O (-3.44, 1.72, -0.45)
H (2.25, 5.35, -2.70)
H (2.89, 5.35, -1.34)
O (3.01, 5.60, -2.28)
H (3.98, 2.46, -2.91)
H (4.64, 3.71, -2.24)
O (4.69, 2.77, -2.34)
H (-2.01, -0.74, 1.35)
H (-2.20, 0.57, 2.18)
O (-1.72, 0.18, 1.37)
H (-6.79, 0.59, 1.40)
H (-6.00, 0.98, 0.07)
O (-6.21, 1.27, 0.95)
H (6.29, -0.69, -2.23)
H (6.08, 0.77, -2.45)
O (5.76, 0.04, -1.80)
H (3.71, -3.14, -2.44)
H (4.70, -2.22, -1.62)
O (4.62, -2.93, -2.36)
H (1.99, -3.37, 4.01)
H (2.84, -4.74, 3.41)
O (1.98, -4.30, 3.72)
H (-3.75, 4.81, 0.12)
H (-2.31, 5.40, 0.23)
O (-3.22, 5.53, 0.52)
H (-0.46, -1.57, -0.39)
H (-1.86, -1.77, -1.03)
O (-1.23, -1.10, -0.69)
H (-2.40, 2.44, 3.76)
H (-3.94, 2.34, 3.49)
O (-3.09, 1.86, 3.93)
H (3.19, 4.04, -4.74)
O (3.48, 3.15, -5.02)
H (1.46, -4.62, 1.84)
H (1.28, -6.12, 2.38)
O (1.49, -5.60, 1.66)
H (4.31, 2.93, 2.02)
H (5.39, 2.66, -0.65)
H (-3.14, 1.13, 0.27)
H (-3.44, -3.81, 2.83)
H (-1.87, 2.17, -1.81)
H (2.75, 2.62, -5.00)
O (2.02, 3.13, 5.16)
H (2.44, 2.32, 4.90)
H (1.89, 3.61, 4.40)
O (-0.55, -3.38, -2.64)
H (-0.80, -3.18, -3.50)
H (0.32, -3.75, -2.63)
O (-0.10, -2.40, 6.24)
H (0.78, -2.63, 5.95)
H (-0.55, -3.10, 5.69)
O (0.83, 3.87, -2.65)
H (0.60, 3.34, -3.45)
H (0.96, 4.71, -3.10)
O (3.87, -0.11, 1.61)
H (3.88, 0.40, 0.73)
H (2.86, -0.02, 1.88)
O (0.10, 0.18, 5.16)
H (0.12, -0.58, 5.81)
H (-0.13, 0.98, 5.58)
O (-2.53, -6.01, -2.40)
H (-1.63, -5.64, -2.18)
H (-2.70, -6.22, -1.52)